The following is a DFT calculation (ωB97M-V/def2-TZVPD) of a molecular structure, C33H91AlF4N10O17S4 at a distorted geometry.

Calculated total energy (a.u.): -5372.2672
Orbital gap (eV): 1.2

CARTESIAN COORDINATES (ANGSTROEM)
1 Al -7.2192 -12.3484 15.6714
2 N -11.4131 -10.1701 13.4745
3 S -12.8790 -10.1636 13.5873
4 O -13.5110 -11.3885 13.1284
5 O -13.6449 -8.8995 13.5497
6 F -12.8170 -10.3989 15.2291
7 S -11.4530 -9.2314 12.0587
8 O -11.4175 -7.7995 12.2887
9 O -12.0763 -9.6760 10.8412
10 F -9.9995 -9.5607 11.6611
11 N -3.5569 -11.4771 12.2986
12 S -2.3647 -12.4088 11.4893
13 O -1.0606 -12.3652 12.0530
14 O -2.6334 -12.7354 10.1055
15 F -2.9195 -13.7754 12.1420
16 S -3.0213 -10.2732 11.5374
17 O -3.4687 -10.1343 10.1175
18 O -1.7147 -9.7402 11.9151
19 F -4.0013 -9.1867 12.1831
20 C -8.1388 -14.6981 10.1570
21 O -8.6272 -15.1980 11.3574
22 H -7.2043 -14.1380 10.1897
23 H -7.9923 -15.5551 9.4996
24 H -8.7598 -13.9476 9.6679
25 C -8.6782 -5.2706 17.4019
26 C -8.1932 -6.6500 17.8992
27 C -9.2443 -7.4485 18.6495
28 O -8.6993 -8.6553 18.8606
29 C -9.1896 -9.4398 19.9478
30 N -7.9352 -7.3722 16.6444
31 H -8.9323 -4.7769 18.3399
32 H -9.5926 -5.3401 16.8127
33 H -8.0538 -4.5622 16.8574
34 H -7.2786 -6.5857 18.4887
35 H -10.0412 -7.6036 17.9221
36 H -9.6093 -6.8844 19.5077
37 H -10.2723 -9.4479 20.0732
38 H -8.7249 -9.0124 20.8363
39 H -8.7809 -10.4485 20.0076
40 H -8.8261 -7.2513 16.1841
41 H -7.2955 -6.8405 16.0716
42 C -2.0349 -25.6609 13.0284
43 C -2.0523 -24.1466 12.8409
44 C -2.0183 -23.7115 11.3488
45 O -2.3839 -22.3599 11.1183
46 C -1.3767 -21.3676 11.5550
47 N -3.3793 -23.8237 13.5031
48 H -3.0045 -26.1576 12.9901
49 H -1.4808 -25.9500 13.9214
50 H -1.4515 -26.1798 12.2678
51 H -1.2411 -23.6908 13.4086
52 H -2.8223 -24.2239 10.8204
53 H -1.0824 -23.9353 10.8369
54 H -1.7009 -20.3886 11.2021
55 H -0.5012 -21.4950 10.9183
56 H -1.2682 -21.3437 12.6394
57 H -3.3702 -24.0583 14.4855
58 H -3.4917 -22.8203 13.4791
59 C -1.9819 -13.3435 18.1462
60 C -2.6629 -12.5726 19.2945
61 C -2.2480 -11.0560 19.2103
62 O -2.8052 -10.5006 17.9827
63 C -2.3046 -9.1547 17.7966
64 N -4.1540 -12.7195 19.4091
65 H -0.8968 -13.2573 18.0891
66 H -2.2899 -13.0975 17.1300
67 H -2.0687 -14.4267 18.2314
68 H -2.3184 -13.0040 20.2343
69 H -1.1628 -10.9647 19.2552
70 H -2.6825 -10.5497 20.0722
71 H -2.7166 -8.6134 16.9449
72 H -1.2230 -9.1907 17.6664
73 H -2.5106 -8.6363 18.7331
74 H -4.3612 -13.6780 19.6508
75 H -4.2913 -12.3370 20.3337
76 C 4.9342 -10.8290 13.8589
77 C 4.2937 -9.6243 14.6117
78 C 3.8263 -8.4692 13.7574
79 O 4.7914 -7.7094 13.0808
80 C 4.1233 -6.5230 12.5750
81 N 3.2245 -10.1508 15.3685
82 H 5.2782 -10.5199 12.8719
83 H 4.2105 -11.6205 13.6641
84 H 5.7691 -11.0541 14.5225
85 H 5.0524 -9.1604 15.2419
86 H 3.1784 -7.8848 14.4107
87 H 3.1110 -8.8357 13.0211
88 H 3.1397 -6.7196 12.1484
89 H 4.6609 -6.1124 11.7203
90 H 4.0580 -5.8250 13.4097
91 H 3.0323 -9.5708 16.1727
92 H 2.4084 -10.3387 14.8040
93 C -6.7970 -0.4777 11.5585
94 C -7.9335 -1.2749 10.8651
95 C -8.3638 -0.7690 9.4444
96 O -8.7566 0.5486 9.3611
97 C -9.3739 0.7880 8.1085
98 N -7.7566 -2.7481 11.0736
99 H -6.8035 0.5841 11.3121
100 H -5.8659 -0.7461 11.0594
101 H -6.6653 -0.6541 12.6260
102 H -8.8489 -1.1016 11.4308
103 H -9.1010 -1.5033 9.1198
104 H -7.4943 -0.8176 8.7889
105 H -9.5394 1.8653 8.0978
106 H -10.3540 0.3477 7.9254
107 H -8.7170 0.6614 7.2480
108 H -7.2841 -3.1415 10.2724
109 H -8.6608 -3.1931 11.0060
110 C 3.9547 -17.6908 4.0252
111 C 3.3474 -18.8192 4.8581
112 C 2.5100 -18.2381 5.9642
113 O 3.4070 -17.5693 6.9621
114 C 2.6361 -16.7050 7.6953
115 N 2.5606 -19.6169 3.9369
116 H 4.8140 -18.0760 3.4762
117 H 4.4053 -17.0350 4.7703
118 H 3.2503 -17.0858 3.4545
119 H 4.1820 -19.4334 5.1961
120 H 2.0276 -19.0750 6.4692
121 H 1.7486 -17.5418 5.6128
122 H 1.9312 -16.0664 7.1628
123 H 3.3655 -15.9558 8.0031
124 H 2.5195 -17.0546 8.7211
125 H 2.3669 -20.4688 4.4437
126 H 2.9079 -19.8207 3.0106
127 C -5.5570 -5.6470 4.7998
128 C -4.2024 -6.1236 5.2331
129 C -3.5438 -5.1787 6.2918
130 O -2.1826 -5.7076 6.5070
131 C -1.3237 -5.0385 7.3223
132 N -4.3882 -7.4967 5.5400
133 H -6.2553 -5.7648 5.6283
134 H -6.0602 -6.2310 4.0292
135 H -5.4541 -4.6164 4.4601
136 H -3.5865 -6.1192 4.3338
137 H -4.0262 -4.9837 7.2496
138 H -3.3537 -4.2332 5.7840
139 H -1.1172 -4.1041 6.8005
140 H -0.4568 -5.6972 7.3741
141 H -1.5919 -5.0744 8.3781
142 H -3.6085 -7.8672 6.0644
143 H -5.2159 -7.5245 6.1181
144 C 1.6495 -9.4766 3.7931
145 C 2.4465 -10.2425 4.8296
146 C 3.8544 -9.8358 4.9919
147 O 4.6287 -10.2111 3.8490
148 C 5.9633 -9.8340 3.8510
149 N 1.6550 -10.1585 6.0503
150 H 1.5771 -8.3917 3.8697
151 H 0.6006 -9.7712 3.7594
152 H 1.9686 -9.6102 2.7595
153 H 2.5463 -11.2482 4.4213
154 H 4.3207 -10.4098 5.7927
155 H 3.8780 -8.7553 5.1334
156 H 6.6432 -10.2863 4.5729
157 H 6.0936 -8.7520 3.8698
158 H 6.2761 -10.2490 2.8928
159 H 1.2962 -9.2171 6.1210
160 H 0.8405 -10.7162 5.8367